[1]
# C4H12

A 2-piece molecular cluster, C4H12 overall in a non-equilibrium geometry (ωB97M-V with the def2-TZVPD basis set, OMol25).

Properties
SMILES string   CC.CC
Charge   0
ΔE to the lowest compared entry with this formula, charge and spin   1.002 eV
LUMO   1.12 eV

Element x y z (Å)
1 C 1.008 0.589 -1.254
2 C 1.041 1.008 -2.697
3 H 1.030 -0.484 -1.010
4 H 1.941 0.952 -0.596
5 H 0.099 0.976 -0.689
6 H 1.949 1.255 -3.075
7 H 0.415 1.958 -3.040
8 H 0.510 0.294 -3.350
9 C -0.619 -1.075 1.322
10 C -1.299 -0.579 2.614
11 H -0.619 -2.224 1.317
12 H -1.178 -0.750 0.418
13 H 0.397 -0.801 1.173
14 H -2.416 -0.611 2.588
15 H -1.208 0.534 2.734
16 H -1.053 -1.043 3.546


[2]
# C4H12

A 2-piece molecular cluster, C4H12 overall in a non-equilibrium geometry (ωB97M-V with the def2-TZVPD basis set, OMol25).

Properties
SMILES string   CC.CC
Charge   0
ΔE to the lowest compared entry with this formula, charge and spin   1.554 eV
LUMO   1.09 eV

Element x y z (Å)
1 C 0.137 0.466 -1.928
2 C 1.629 0.568 -2.235
3 H -0.121 1.047 -1.071
4 H -0.271 1.180 -2.720
5 H -0.152 -0.412 -2.470
6 H 2.277 -0.047 -1.579
7 H 1.804 0.461 -3.300
8 H 2.144 1.502 -1.883
9 C -1.178 -1.059 2.621
10 C -0.714 -0.138 1.522
11 H -2.028 -0.739 3.246
12 H -1.468 -2.069 2.364
13 H -0.419 -1.224 3.419
14 H -1.542 -0.032 0.823
15 H -0.400 0.817 2.017
16 H 0.302 -0.322 1.175


In the order shown, the computed HOMO level values come out to -11.23; -10.79 eV.